No. 1
C9H23CoO4 | ωB97M-V/def2-TZVPD

As for the HOMO-LUMO gap (alpha / beta): 7.279 / 7.102 eV. The value obtained for the HOMO energy (alpha / beta) is -4.274 / -4.100 eV. For the LUMO energy (alpha / beta), the calculation gives 3.0 / 3.0 eV.

Geometry as ORCA input:
```
! RIJCOSX wB97M-V def2-TZVPD def2/J DEFGRID3
* xyz -1 4
Co 0.496 0.418 0.864
C 3.692 1.236 -0.381
C 3.426 0.640 0.983
O 2.288 1.025 1.676
H 4.560 0.721 -0.818
H 3.885 2.302 -0.311
H 2.922 0.953 -1.105
H 4.341 0.855 1.579
H 3.510 -0.466 1.070
C -3.067 -0.349 3.174
C -2.079 -0.472 1.994
O -0.838 0.015 2.354
H -4.019 -0.835 2.929
H -3.192 0.695 3.453
H -2.727 -0.893 4.060
H -2.544 0.127 1.183
H -1.992 -1.467 1.517
C -2.639 2.133 -0.957
C -1.308 2.462 -0.239
O -0.302 1.566 -0.625
H -3.151 3.111 -0.921
H -3.245 1.373 -0.466
H -2.576 1.935 -2.028
H -1.488 2.354 0.839
H -1.068 3.504 -0.500
C 1.121 -0.992 -2.468
C 0.328 -1.592 -1.316
C -0.032 -3.071 -1.402
O 1.043 -1.427 -0.056
H 1.602 -0.040 -2.260
H 0.465 -0.820 -3.321
H 1.927 -1.704 -2.691
H -0.608 -1.035 -1.259
H -0.563 -3.230 -2.352
H -0.788 -3.269 -0.646
H 0.788 -3.789 -1.430
H 1.831 -1.975 -0.125
*
```

=====

No. 2
C9H23N2O | ωB97M-V/def2-TZVPD

As for the HOMO-LUMO gap: 10.694 eV. The value obtained for the HOMO energy is -13.382 eV. As for the energy above the lowest of the compared OMol25 structures with the same formula, charge and spin: 0.0 kJ/mol. For the LUMO energy, the calculation gives -2.7 eV.

Geometry as ORCA input:
```
! RIJCOSX wB97M-V def2-TZVPD def2/J DEFGRID3
* xyz 1 1
C -2.343 -2.715 0.053
C -0.732 -1.926 -1.758
C -0.003 -2.509 0.682
C 0.887 3.120 -1.063
C 2.064 1.086 -1.995
C 0.685 0.444 2.576
C -0.635 2.229 1.369
C 1.204 1.012 0.268
C -1.101 -1.890 -0.242
N 1.275 1.699 -0.867
N 0.515 1.310 1.376
O -1.244 -0.493 0.102
H -2.241 -3.738 -0.326
H -2.433 -2.699 1.164
H -3.227 -2.364 -0.370
H -1.758 -1.984 -2.133
H -0.133 -2.754 -2.078
H -0.147 -0.997 -1.997
H -0.373 -2.436 1.756
H -0.031 -3.537 0.374
H 1.027 -2.110 0.752
H -0.006 3.333 -1.663
H 0.684 3.708 -0.225
H 1.770 3.716 -1.587
H 2.895 0.284 -2.004
H 1.462 0.606 -2.754
H 2.536 1.897 -2.443
H -0.155 -0.125 2.736
H 1.528 -0.234 2.318
H 1.146 1.003 3.444
H -1.278 1.810 2.132
H -0.457 3.232 1.675
H -1.087 2.040 0.411
H 1.831 0.117 0.298
H -2.126 -0.134 0.019
*
```

=====

No. 3
C9H23N3O2S | ωB97M-V/def2-TZVPD

As for the HOMO-LUMO gap: 7.611 eV. The value obtained for the HOMO energy is -13.424 eV. As for the energy above the lowest of the compared OMol25 structures with the same formula, charge and spin: 78.4 kJ/mol. For the LUMO energy, the calculation gives -5.8 eV.

Geometry as ORCA input:
```
! RIJCOSX wB97M-V def2-TZVPD def2/J DEFGRID3
* xyz 2 1
C 5.166 1.044 -0.439
C -2.596 -0.478 0.280
C -1.364 0.380 -0.332
C -3.671 -0.893 -0.769
C -0.394 0.954 0.731
C 1.903 0.821 -0.331
C -4.481 -2.018 -0.132
C 0.706 1.617 -0.046
C 4.739 -0.295 0.013
N 3.963 -0.485 1.037
N -5.614 -1.311 0.696
N 0.559 2.840 -0.535
O 3.582 -1.845 1.242
O 3.535 0.454 1.718
S 5.048 -1.791 -0.901
H 5.255 1.606 0.450
H 4.479 1.668 -1.086
H 6.072 0.890 -0.918
H -3.126 0.130 1.062
H -2.027 -1.287 0.724
H -1.058 -0.360 -1.085
H -1.881 1.089 -0.962
H -4.250 -0.131 -1.064
H -3.282 -1.406 -1.575
H -0.031 0.179 1.268
H -0.976 1.652 1.512
H 2.574 1.252 -1.064
H 1.607 -0.128 -0.250
H -4.798 -2.685 -0.980
H -3.971 -2.602 0.484
H 3.146 -1.786 2.085
H -5.238 -1.213 1.585
H -6.527 -1.893 0.650
H -5.833 -0.511 0.093
H -0.269 3.386 -0.638
H 1.379 3.218 -1.025
H 2.585 1.151 0.670
H 5.091 -1.211 -2.168
*
```